The following is a quantum chemistry calculation of C29H29AgN5O as an isolated structure, from the Open Molecules 2025 dataset.

Output
Orbital gap in eV: 7.17
Net charge: -1
E_HOMO in eV: -4.37
E_tot in a.u.: -1618.5478
LUMO in eV: 2.79

Positions of all 65 atoms, in Å:
C (-4.400156, 1.903721, -0.743233)
H (-3.036168, 2.963619, -2.014249)
C (5.168825, 2.200165, -0.983694)
H (-5.167141, 2.667621, -0.790299)
C (0.372117, 0.591275, 2.927234)
C (-1.630783, -2.198927, -1.143075)
C (1.022460, -4.425744, -0.502324)
H (0.998068, 3.340658, 2.416091)
H (-5.293044, -3.162294, 0.963924)
C (-4.983685, -2.377860, 0.269562)
C (-1.497633, 0.637616, 4.438626)
H (-4.273360, -1.150062, 1.886842)
C (4.394647, 1.118614, -1.394548)
C (1.474800, 1.248233, 2.224871)
C (1.844264, 2.665514, 2.567621)
C (3.154889, 0.703488, -0.669363)
H (6.137507, 0.278508, -4.184884)
H (-2.105001, 1.152273, 5.173432)
H (-1.054528, 1.781564, -3.041966)
H (-2.750567, -1.121294, 4.355752)
H (-0.311627, 0.452437, -2.140962)
H (4.888837, 2.719903, -0.077065)
C (-0.732748, -3.293705, -1.069541)
H (-1.222160, -2.245794, 2.713722)
N (0.030511, -0.648082, 2.538147)
C (-0.045346, 2.360001, -1.216719)
C (-0.366504, 1.242856, 3.924399)
H (2.167554, 2.749019, 3.609062)
H (-5.864277, -1.795270, -0.005348)
C (-3.635744, -0.246746, 0.061623)
H (6.862609, 3.447074, -1.409879)
C (4.754196, 0.429966, -2.551270)
C (-2.201616, 1.109892, -1.364255)
H (0.107541, 1.949634, -0.218472)
N (0.447846, -3.228661, -0.372752)
C (6.270846, 2.595999, -1.726176)
C (-2.424621, -0.077254, -0.637670)
C (-1.858319, -0.626793, 3.996746)
H (0.933938, 2.508913, -1.673065)
H (1.976012, -4.633409, -0.036071)
N (-1.423312, -1.054652, -0.589598)
H (7.479348, 2.222470, -3.461173)
H (-0.066184, 2.221886, 4.272465)
H (-0.547157, 3.326421, -1.122007)
C (-0.880562, 1.375102, -2.042134)
H (-2.548782, -2.360039, -1.721682)
O (2.322414, -0.001968, -1.288258)
C (-0.890496, -4.570427, -1.639546)
Ag (0.940642, -1.145947, 0.249365)
H (-5.521136, 0.640552, 0.563752)
N (2.041935, 0.596002, 1.264995)
C (-3.201873, 2.069060, -1.422204)
H (2.661156, 2.969629, 1.918829)
C (-3.920243, -1.471761, 0.902535)
H (-3.002257, -2.035973, 1.056001)
C (6.619415, 1.909326, -2.880764)
N (3.033108, 1.167897, 0.576775)
C (-1.028590, -1.235577, 3.064420)
H (4.144080, -0.408383, -2.859977)
H (-4.598470, -2.852561, -0.633489)
C (0.234000, -5.299443, -1.270616)
H (0.468179, -6.322402, -1.525838)
C (5.862202, 0.817521, -3.286353)
H (-1.732716, -4.901087, -2.231552)
C (-4.597127, 0.757700, 0.005250)

Cartesian forces (eV/Å) of the 6 atoms listed first:
0.0 0.0 0.0
0.0 0.0 0.0
0.0 0.0 0.1
0.0 0.0 0.0
-0.6 -0.4 0.2
-0.2 0.4 0.0

=====

The following is a quantum chemistry calculation of C29H29AsN7O7Sr as an isolated structure, from the Open Molecules 2025 dataset.

Output
Orbital gap in eV: 7.38
Relative energy (zero: lowest compared OMol25 entry of this formula, charge and spin) in kJ/mol: 33.6
Net charge: -1
E_HOMO in eV: -5.82
E_tot in a.u.: -4299.0419
LUMO in eV: 1.56

Positions of all 74 atoms, in Å:
H (3.619368, -1.585156, -4.617671)
H (-1.076032, -2.254258, 4.975692)
H (-1.973513, -0.625892, -2.970060)
C (2.222562, 2.308127, -3.319113)
C (-3.265910, 0.619725, -3.506024)
C (1.628813, -4.636983, -0.811423)
C (-0.613299, 2.123373, 1.519140)
H (-5.891876, -1.499959, 4.082955)
H (4.966898, 0.565466, 0.177802)
H (-5.643966, 2.461114, -5.069701)
C (2.945044, -4.269363, -0.406893)
H (3.578393, 0.973703, 4.557593)
H (3.205133, 0.099554, -4.891690)
C (1.251632, -5.993854, -0.970590)
H (2.326660, 3.328768, -2.941246)
N (1.547117, 1.037691, 1.892117)
C (1.696536, 2.030693, 4.477123)
C (-3.086085, -2.266151, 5.761577)
C (2.840849, -0.594600, -2.861601)
C (-4.554681, 3.091831, -3.323738)
H (-5.047655, 4.052617, -3.254733)
N (0.959827, -7.100067, -1.097240)
O (-1.220404, 0.079876, -1.661713)
O (-1.464604, -2.823479, 7.315413)
C (-1.878464, 1.150800, -1.462997)
H (-3.318060, 3.401932, -1.599225)
H (1.803703, -0.890256, -3.035006)
H (6.460531, 0.735477, -0.740894)
H (4.673208, -0.318471, -4.012180)
H (2.936947, 2.203789, -4.139723)
H (-4.201239, -1.239922, 2.265956)
H (5.123223, 1.506433, -2.752319)
H (0.092348, 2.204018, -2.946082)
C (-1.547012, -1.529635, 2.397538)
H (5.287889, -0.498985, -1.179465)
H (-5.140834, -2.196085, 6.358126)
H (-4.486855, 0.271293, -5.215609)
C (-2.932415, 1.502648, -2.464707)
C (5.391422, 0.528935, -0.827887)
C (2.710880, 1.238790, 3.970394)
N (4.009913, -3.959674, -0.097713)
C (-3.590363, 2.734042, -2.404752)
C (-2.556474, -1.728170, 3.511497)
H (3.225929, -1.341562, -2.164211)
O (-0.337971, -1.404351, 2.718528)
N (-0.671541, 1.696329, 0.319711)
H (1.744219, 2.415865, 5.487574)
Sr (0.169894, -0.683636, 0.290430)
C (-4.886587, 2.199349, -4.340423)
As (2.749048, 1.103453, -1.849984)
C (2.582044, 0.766245, 2.671198)
C (4.688050, 1.514344, -1.750236)
N (-1.757232, 1.997114, -0.448608)
H (4.782902, 2.535447, -1.372820)
C (0.560243, 1.804858, 2.379725)
N (-2.651474, -2.670915, 7.118645)
C (-4.842557, -1.673583, 4.281802)
H (-1.420361, 2.717815, 1.950441)
H (0.653264, 1.025260, -4.117795)
O (-2.672279, -0.573538, -3.672263)
O (-3.511918, -2.839733, 7.963265)
O (-1.984061, -1.468523, 1.228998)
C (0.793813, 2.049414, -3.767308)
C (-3.906641, -1.519030, 3.269087)
H (0.502761, 2.718257, -4.580246)
C (-4.440236, -2.057459, 5.549812)
H (-0.203405, 2.936678, 4.034774)
C (0.609740, 2.322415, 3.671333)
C (3.626480, -0.593191, -4.160586)
N (0.721829, -3.711705, -1.068777)
C (-2.126687, -2.106069, 4.780423)
O (1.120381, -2.507530, -0.910181)
C (-4.252845, 0.979518, -4.431800)
H (3.346041, 0.128732, 2.238562)

Cartesian forces (eV/Å) of the 6 atoms listed first:
0.0 0.0 0.0
0.0 0.0 0.0
-0.1 0.0 0.0
0.3 0.1 0.1
0.0 0.0 -0.1
-0.4 0.6 -0.2

=====

The following is a quantum chemistry calculation of a 5-piece molecular cluster, C29H29BF4IO2 overall in a non-equilibrium geometry, from the Open Molecules 2025 dataset.

Output
Orbital gap in eV: 6.56
Net charge: -1
E_HOMO in eV: -4.17
E_tot in a.u.: -1994.8833
LUMO in eV: 2.38

Positions of all 66 atoms, in Å:
H (0.210069, -9.618103, 2.274984)
C (-4.132738, 5.884572, 0.418606)
C (-5.466429, 5.649989, 0.756498)
F (1.499914, -2.244331, 0.579992)
H (0.826548, -0.208674, 0.995267)
C (2.985995, -3.964325, 1.208152)
H (3.752039, 0.157605, -3.727530)
H (4.127382, -4.729942, 4.319283)
C (1.681968, 2.428390, -5.185461)
C (-0.177426, -8.604937, 2.296620)
H (2.682849, 0.607290, -7.874086)
C (3.578048, -4.210755, 3.536820)
C (0.607760, -0.062431, -1.272578)
O (1.119097, 2.360312, 0.134829)
C (2.610653, 0.923221, -6.838663)
C (-1.409286, -8.322178, 2.886203)
F (-6.717366, 9.051426, 0.886623)
C (-1.146363, -5.983969, 2.314654)
H (1.752810, 2.318009, 2.245878)
C (-3.671963, 7.191205, 0.239231)
C (2.057311, -2.459157, 2.861353)
H (-2.856482, -6.792624, 3.348410)
C (0.090734, -6.265336, 1.734997)
H (-2.631699, 7.371547, -0.020144)
C (3.319507, 0.260465, -5.837006)
H (1.421702, -1.611616, 3.096145)
B (-0.253305, 1.828709, 0.361930)
H (-1.527610, -4.965838, 2.317343)
C (-0.002845, 0.204138, 0.260746)
H (3.058192, -4.280257, 0.172727)
C (1.421279, 3.083146, 1.411922)
H (-7.378948, 6.559828, 1.192134)
H (-3.448666, 5.047802, 0.294380)
H (-1.393791, 0.516247, -2.200854)
H (-1.990823, -9.120955, 3.340157)
F (1.748409, -7.844007, 1.168105)
H (2.665029, -2.808830, 4.899800)
H (4.337390, -5.466848, 1.956355)
H (2.248390, 3.847733, 1.019834)
C (-4.549946, 8.264123, 0.392761)
C (2.382039, 1.758761, -4.181928)
C (-6.341294, 6.723594, 0.920877)
H (1.767093, -0.137142, -1.414215)
C (-0.407123, -0.129514, -2.385878)
H (-0.203613, -0.723270, -3.384419)
H (3.962047, -0.579301, -6.090458)
H (2.289686, 2.078717, -3.147013)
I (-0.566533, 5.031199, -0.038708)
H (-1.005933, 2.023174, -0.541630)
H (0.688867, -5.477520, 1.288863)
C (-0.092683, 3.720301, 1.663565)
C (-1.893680, -7.013266, 2.892450)
O (-0.834225, 2.417842, 1.584258)
C (1.800968, 2.002900, -6.503964)
H (-4.212043, 9.285249, 0.249320)
H (-5.823747, 4.631959, 0.891561)
H (-0.975069, -0.409029, 0.479672)
H (1.046360, 3.275931, -4.950669)
F (1.124571, 2.643215, -7.466823)
C (-5.875661, 8.020413, 0.734433)
C (0.562471, -7.573421, 1.729307)
C (3.202706, 0.676791, -4.509994)
C (2.176312, -2.884647, 1.542850)
C (3.694850, -4.627082, 2.209808)
C (2.757383, -3.128785, 3.864886)
H (-0.271139, 4.402290, 2.597433)

Cartesian forces (eV/Å) of the 6 atoms listed first:
0.0 0.1 0.0
-0.1 -0.1 0.0
0.2 0.4 -0.1
0.3 -0.6 0.1
-1.6 1.1 -1.3
0.0 0.0 0.0

=====

The following is a quantum chemistry calculation of C29H29BF4O2S2 as an isolated structure in a non-equilibrium geometry, from the Open Molecules 2025 dataset.

Output
Orbital gap in eV: 5.66
Relative energy (zero: lowest compared OMol25 entry of this formula, charge and spin) in kJ/mol: 0.0
E_HOMO in eV: -7.00
E_tot in a.u.: -2493.5430
LUMO in eV: -1.34

Positions of all 67 atoms, in Å:
H (1.327886, 4.212717, 2.452035)
F (3.186706, 1.488834, 0.056793)
H (0.225589, -5.861204, 4.860091)
H (-4.345559, -3.887317, 3.800452)
C (3.947580, -0.290747, 1.471327)
C (2.871781, 2.842843, 3.132149)
C (-0.092200, -1.156717, 2.340170)
C (-0.823168, -5.571234, 4.698618)
H (-3.094608, -2.771283, 6.181231)
H (4.609347, 2.752876, 1.889130)
C (1.617954, 0.405949, 1.452779)
H (-1.644754, -2.404610, 0.493669)
C (0.626440, 0.000010, 7.913727)
H (-1.119429, -5.985880, 3.720270)
C (-2.364337, 1.357122, 0.653745)
F (-2.477855, 2.730797, 0.536982)
F (-3.448596, -1.639228, -1.086153)
C (3.591609, -1.238637, 2.435388)
C (-1.175796, -0.542331, 1.578530)
H (0.722715, -3.945278, 6.117627)
C (2.912996, 0.503390, 0.990014)
H (-1.453812, -5.956672, 5.509674)
C (0.662131, 2.471676, 3.694291)
H (4.971507, -0.113963, 1.156422)
H (-0.870515, -3.715973, 6.816522)
F (4.614848, -1.935629, 3.041371)
H (-0.411848, 2.607301, 3.696031)
C (0.783152, 0.667731, 5.443189)
C (-0.251302, -3.477178, 5.940539)
H (-0.076624, -2.393302, 5.912292)
C (-2.784541, -2.341057, 5.213381)
O (-2.122475, -2.934564, 2.945700)
C (2.293782, -1.457886, 2.859359)
H (2.059578, -2.233419, 3.592633)
H (1.746121, 0.231425, 9.679975)
H (-3.674581, -1.837265, 4.801306)
C (4.030114, 3.468058, 2.487102)
C (-2.792414, -0.789777, -0.225857)
C (0.915737, -0.383459, 9.320219)
H (0.035712, -0.240959, 9.947449)
H (-0.073344, -2.308376, 1.844273)
H (-2.019262, -1.577674, 5.414273)
C (-2.295889, -3.457707, 4.284251)
C (-0.874927, -4.048859, 4.672100)
H (1.219258, -1.431894, 9.401128)
O (-0.002743, -3.725930, 3.565281)
C (-3.052299, 0.578763, -0.279182)
H (-3.231912, -5.133304, 3.254127)
H (3.676925, 4.264236, 1.827817)
H (0.875022, 1.121425, 1.107408)
H (-3.620488, -4.984947, 5.033731)
H (4.669882, 3.893688, 3.269161)
H (-3.763583, 1.003561, -0.976231)
C (-1.877333, -1.349331, 0.644931)
S (1.853041, -0.016075, 6.686190)
H (-0.978856, 1.476753, 2.310934)
C (1.247659, -0.680980, 2.284207)
H (-1.431211, 0.697234, 8.000444)
C (-0.561173, 0.485430, 7.377109)
C (1.567177, 3.304762, 3.025374)
S (3.037956, 1.532790, 4.222589)
C (-0.498664, 0.753362, 5.979137)
C (-3.440328, -4.448859, 4.090007)
C (1.295044, 1.447359, 4.406533)
B (-0.818316, -3.160930, 2.606665)
H (-1.312585, 1.129900, 5.367524)
C (-1.491922, 0.830894, 1.600147)

Cartesian forces (eV/Å) of the 6 atoms listed first:
0.0 -0.7 0.2
-0.1 -1.0 0.9
-0.4 0.0 0.1
0.4 -0.2 0.3
-0.1 -0.1 0.0
-1.2 0.7 0.1

=====

Question: Look up the E_HOMO of the first one.
Answer: -4.37 eV

=====

Question: LUMO of number 4 (C29H29BF4O2S2)?
Answer: -1.34 eV

=====

Question: Among the records above, which one has the highest LUMO?
Answer: C29H29AgN5O